[1]
Density functional theory data (ωB97M-V/def2-TZVPD) for a cluster of 2 separate species, C4H6BrN in total in a non-equilibrium geometry.

Structure (ORCA input):
```
! wB97M-V def2-TZVPD RIJCOSX def2/J DEFGRID3
* xyz 0 1
C -0.616 -2.072 0.475
C -0.249 -0.914 -0.022
C 0.512 0.248 -0.517
C 0.487 1.376 0.537
N 0.993 0.262 -1.712
Br -2.627 0.006 -1.019
H -1.677 -2.368 0.592
H 0.012 -2.545 1.255
H 1.393 2.018 0.426
H 0.716 0.676 1.429
H -0.396 2.057 0.539
H 1.453 1.256 -1.983
*
```

Calculated values
Maximum force, Eh/bohr: 0.0647
Calculated total energy, Ha: -2784.63625

Löwdin population analysis, charges in e, atoms 1 to 5: -0.01, -0.11, -0.53, -0.06, 0.14



[2]
Density functional theory data (ωB97M-V/def2-TZVPD) for the molecule C3H2N2O in a non-equilibrium geometry.

Structure (ORCA input):
```
! wB97M-V def2-TZVPD RIJCOSX def2/J DEFGRID3
* xyz 0 1
O 1.890 -0.234 0.617
C 0.722 -0.090 0.282
C -0.504 0.419 1.011
N -1.493 0.545 0.196
N -1.060 -0.129 -1.100
C 0.201 -0.429 -1.092
H -0.484 0.624 2.086
H 0.726 -1.059 -1.899
*
```

Calculated values
Maximum force, Eh/bohr: 0.0557
SMILES: O=C1C=NN=C1
Calculated total energy, Ha: -300.17436

Löwdin population analysis, charges in e, atoms 1 to 5: 0.11, -0.35, -0.08, 0.07, 0.05



[3]
Density functional theory data (ωB97M-V/def2-TZVPD) for a structure of composition C28H20BiF9N6O5Se.

Structure (ORCA input):
```
! wB97M-V def2-TZVPD RIJCOSX def2/J DEFGRID3
* xyz 0 1
Bi 0.380 -0.401 -0.182
C 4.906 -0.083 0.356
C 3.511 0.486 0.474
O 2.632 -0.289 0.882
C 3.256 1.873 0.139
C 4.322 2.691 -0.302
C 4.167 4.028 -0.540
C 2.902 4.609 -0.330
C 1.843 3.853 0.090
C 1.961 2.454 0.329
O 0.912 1.798 0.700
H 4.866 -1.128 0.649
H 5.607 0.455 0.996
H 5.260 -0.009 -0.674
H 5.296 2.244 -0.456
H 5.002 4.629 -0.876
H 2.765 5.669 -0.510
H 0.864 4.291 0.244
Se -4.136 2.776 5.584
N -2.786 1.630 5.577
C -2.454 1.448 4.327
C -1.372 0.570 3.901
C -0.568 -0.120 4.809
C 0.446 -0.918 4.339
C 0.639 -1.024 2.967
N -0.134 -0.373 2.104
C -1.121 0.429 2.539
C -1.906 1.175 1.542
N -1.589 1.009 0.252
C -2.230 1.693 -0.683
C -3.254 2.582 -0.372
C -3.608 2.752 0.945
C -2.925 2.041 1.931
C -3.225 2.179 3.350
N -4.172 2.945 3.820
H -0.761 -0.008 5.868
H 1.095 -1.461 5.012
H 1.426 -1.640 2.545
H -1.917 1.508 -1.704
H -3.757 3.118 -1.164
H -4.401 3.427 1.241
C -2.328 -4.123 -0.746
C -1.303 -3.159 -0.241
N -1.515 -1.880 -0.229
O -2.717 -1.470 -0.819
C -0.020 -3.654 0.219
C 0.297 -5.115 0.321
N 0.895 -2.743 0.490
O 2.037 -3.086 0.906
H -3.313 -3.675 -0.738
H -2.323 -5.037 -0.157
H -2.081 -4.388 -1.778
H -2.380 -1.037 -1.640
H -0.503 -5.683 0.797
H 1.209 -5.225 0.901
H 0.475 -5.544 -0.670
F 1.372 0.402 -4.975
C 0.816 0.427 -3.766
F 0.504 1.695 -3.475
F 1.770 0.064 -2.881
C -0.459 -0.473 -3.610
O -0.968 -0.360 -2.376
C -1.527 -0.003 -4.660
F -2.596 -0.807 -4.624
F -1.095 0.038 -5.922
F -1.952 1.230 -4.340
C -0.091 -1.968 -3.884
F -1.147 -2.758 -3.656
F 0.335 -2.200 -5.129
F 0.870 -2.376 -3.037
*
```

Calculated values
Maximum force, Eh/bohr: 0.0093
Calculated total energy, Ha: -5298.57898

Löwdin population analysis, charges in e, atoms 1 to 5: 2.06, 0.00, -0.38, -0.13, -0.11



[4]
Density functional theory data (ωB97M-V/def2-TZVPD) for a cluster of 5 separate species, C25H39N2O16S2 in total in a non-equilibrium geometry.

Structure (ORCA input):
```
! wB97M-V def2-TZVPD RIJCOSX def2/J DEFGRID3
* xyz -1 1
O 4.932 -3.512 -0.536
S 5.419 -2.638 -1.609
O 6.797 -2.197 -1.428
O 5.106 -3.139 -2.952
C 4.417 -1.162 -1.422
C 4.383 -0.238 -2.658
C 3.034 -0.251 -3.369
C 1.892 0.546 -2.690
C 1.298 -0.338 -1.578
C -0.164 -0.199 -1.167
C -1.200 -0.358 -2.285
S -1.796 -2.068 -2.506
C -0.322 -2.815 -3.099
N 0.026 -2.931 -4.334
N 1.276 -3.544 -4.338
C 1.582 -3.743 -3.109
O 0.610 -3.333 -2.252
H 4.861 -0.622 -0.584
H 3.438 -1.495 -1.096
H 4.689 0.773 -2.382
H 5.125 -0.613 -3.366
H 2.715 -1.280 -3.540
H 3.179 0.196 -4.360
H 1.180 0.797 -3.480
H 2.273 1.457 -2.239
H 1.886 -0.115 -0.683
H 1.510 -1.373 -1.813
H -0.355 -1.017 -0.464
H -0.339 0.721 -0.608
H -0.885 0.028 -3.252
H -2.099 0.196 -2.005
H 2.496 -4.161 -2.712
C 1.433 4.770 3.212
C 0.863 4.727 1.821
C -0.454 3.992 1.695
O -0.399 3.486 0.355
C 0.908 3.355 0.016
O 1.298 2.778 -0.946
O 1.697 3.957 0.932
H 0.696 5.154 3.907
H 1.755 3.775 3.527
H 2.310 5.416 3.251
H 0.781 5.735 1.409
H -1.320 4.637 1.818
H -0.527 3.147 2.385
C -7.930 -3.783 -4.821
C -6.521 -3.260 -4.692
C -5.510 -4.263 -4.175
O -4.570 -3.428 -3.499
C -5.208 -2.302 -3.110
O -4.770 -1.487 -2.368
O -6.439 -2.236 -3.686
H -7.943 -4.699 -5.413
H -8.350 -3.987 -3.835
H -8.573 -3.050 -5.306
H -6.184 -2.825 -5.636
H -5.013 -4.823 -4.963
H -5.946 -4.959 -3.453
C -0.337 8.965 8.240
C -0.047 7.749 7.398
C 1.385 7.627 6.918
O 1.233 6.927 5.678
C -0.007 7.185 5.204
O -0.385 6.909 4.110
O -0.756 7.802 6.145
H 0.363 9.026 9.073
H -0.260 9.871 7.638
H -1.349 8.924 8.643
H -0.360 6.838 7.915
H 2.021 7.058 7.592
H 1.842 8.598 6.718
C 1.762 -5.005 1.375
C 0.721 -6.033 1.007
C -0.443 -5.501 0.199
O -1.516 -6.371 0.595
C -1.233 -6.839 1.832
O -2.001 -7.432 2.521
O 0.038 -6.538 2.176
H 2.111 -4.475 0.489
H 1.349 -4.285 2.082
H 2.623 -5.476 1.848
H 1.186 -6.885 0.503
H -0.280 -5.562 -0.873
H -0.704 -4.475 0.465
*
```

Calculated values
Maximum force, Eh/bohr: 0.0233
Calculated total energy, Ha: -3085.86275

Löwdin population analysis, charges in e, atoms 1 to 5: -0.41, 0.37, -0.38, -0.39, -0.26



[5]
Density functional theory data (ωB97M-V/def2-TZVPD) for a structure of composition C13H20O2PtS8.

Structure (ORCA input):
```
! wB97M-V def2-TZVPD RIJCOSX def2/J DEFGRID3
* xyz 0 3
Pt 0.472 0.311 -0.158
O -3.429 -5.073 0.850
C -2.844 -4.083 0.494
S -1.358 -4.105 -0.467
C -1.090 -2.374 -0.487
C -1.959 -1.616 0.192
S -1.884 0.141 0.336
S -3.271 -2.444 1.008
S 0.319 -1.783 -1.363
C 2.091 2.485 -2.593
C 3.075 1.374 -2.234
S 2.985 0.648 -0.594
C 3.372 1.985 0.553
C 2.343 3.103 0.740
S 0.711 2.461 1.192
C -0.435 3.445 0.209
C -0.122 3.630 -1.274
S 0.342 2.149 -2.222
H 2.161 2.644 -3.670
H 2.370 3.423 -2.121
H 4.093 1.721 -2.419
H 2.910 0.508 -2.879
H 4.337 2.417 0.280
H 3.506 1.452 1.497
H 2.250 3.715 -0.151
H 2.690 3.751 1.545
H -0.562 4.427 0.667
H -1.373 2.900 0.333
H 0.654 4.380 -1.429
H -1.023 4.023 -1.746
O 1.411 -0.732 1.710
S 1.123 -2.238 1.781
C 0.924 -2.549 3.559
C 2.220 -3.162 4.104
C 3.336 -2.752 3.143
C 2.748 -3.002 1.759
H 0.043 -3.173 3.699
H 0.716 -1.555 3.957
H 2.133 -4.250 4.116
H 2.411 -2.838 5.126
H 4.259 -3.307 3.307
H 3.557 -1.688 3.252
H 2.593 -4.066 1.563
H 3.282 -2.555 0.922
*
```

Calculated values
Maximum force, Eh/bohr: 0.0143
Calculated total energy, Ha: -3962.63812

Löwdin population analysis, charges in e, atoms 1 to 5: 0.34, -0.08, -1.03, 0.93, -1.22



[6]
Density functional theory data (ωB97M-V/def2-TZVPD) for a cluster of 2 separate species, C18H34ClFN4 in total in a non-equilibrium geometry.

Structure (ORCA input):
```
! wB97M-V def2-TZVPD RIJCOSX def2/J DEFGRID3
* xyz 2 1
Cl 5.368 -2.697 -3.243
C 3.715 -2.522 -3.985
N 2.673 -2.205 -2.960
C 2.533 -3.326 -1.889
C 1.429 -2.994 -0.929
N 0.929 -1.733 -1.446
F -1.148 -1.141 0.470
C 0.219 -1.782 -2.702
C 1.316 -2.087 -3.689
C 1.790 -0.581 -1.255
C 2.914 -0.848 -2.238
H 3.779 -1.704 -4.711
H 3.477 -3.472 -4.458
H 2.335 -4.240 -2.480
H 3.517 -3.409 -1.442
H 0.659 -3.747 -0.951
H 1.802 -2.885 0.066
H -0.534 -2.552 -2.698
H -0.239 -0.829 -2.919
H 1.469 -1.294 -4.427
H 1.186 -3.036 -4.211
H 1.264 0.325 -1.520
H 2.143 -0.518 -0.258
H 3.890 -0.925 -1.791
H 2.945 -0.112 -3.052
C 2.071 4.139 2.399
N 1.020 3.217 2.044
C 0.983 2.048 2.888
C 0.059 1.023 2.262
N -1.264 1.625 2.137
C -2.271 0.743 1.780
C -2.160 -0.133 0.567
C -3.376 -0.932 0.138
C -4.486 -1.058 1.147
C -4.821 0.252 1.817
C -3.590 0.938 2.452
C -1.319 2.917 1.440
C -0.263 3.871 1.969
H 2.099 4.950 1.658
H 1.939 4.585 3.391
H 3.040 3.614 2.380
H 2.002 1.627 2.950
H 0.625 2.282 3.905
H 0.431 0.717 1.267
H -0.015 0.132 2.901
H -1.496 0.561 -0.138
H -3.678 -0.355 -0.770
H -3.013 -1.881 -0.196
H -5.334 -1.430 0.576
H -4.225 -1.806 1.882
H -5.290 0.932 1.095
H -5.565 0.063 2.594
H -3.511 0.571 3.489
H -3.817 2.021 2.541
H -1.135 2.766 0.365
H -2.314 3.346 1.572
H -0.587 4.265 2.949
H -0.168 4.710 1.266
*
```

Calculated values
Maximum force, Eh/bohr: 0.0866
Calculated total energy, Ha: -1484.65268

Löwdin population analysis, charges in e, atoms 1 to 5: 0.66, -0.45, -0.25, -0.06, -0.11



[7]
Density functional theory data (ωB97M-V/def2-TZVPD) for a structure of composition C43H44FeSb2 in a non-equilibrium geometry.

Structure (ORCA input):
```
! wB97M-V def2-TZVPD RIJCOSX def2/J DEFGRID3
* xyz 1 6
Fe -3.098 0.363 0.081
C -4.926 0.254 2.311
C -4.102 1.359 2.202
C -2.724 1.271 2.360
C -2.194 0.023 2.690
C -3.048 -1.016 2.977
C -4.389 -0.947 2.748
H -6.011 0.415 2.215
H -4.506 2.341 2.175
H -2.036 2.105 2.554
H -1.150 -0.118 2.975
H -2.612 -1.881 3.354
H -5.078 -1.755 3.017
C 0.376 1.831 0.228
C 1.845 2.142 0.766
C 2.394 0.852 1.431
Sb 2.701 -0.311 -0.326
C 3.415 -2.018 0.721
C 4.642 -2.585 0.404
C 5.017 -3.621 1.220
C 4.262 -4.148 2.236
C 2.987 -3.624 2.408
C 2.560 -2.564 1.657
C 4.643 0.378 -0.888
C 5.041 0.397 -2.227
C 6.355 0.779 -2.519
C 7.226 1.098 -1.585
C 6.804 1.079 -0.220
C 5.519 0.791 0.114
Sb -0.063 2.933 -1.495
C -2.189 2.275 -1.677
C -3.202 2.736 -0.763
C -4.529 2.235 -0.911
C -4.833 1.231 -1.863
C -3.836 0.819 -2.729
C -2.532 1.313 -2.677
C -0.639 4.882 -0.587
C -0.188 5.194 0.687
C -0.290 6.534 1.038
C -0.691 7.512 0.142
C -1.179 7.181 -1.110
C -1.145 5.813 -1.482
H -0.340 1.964 1.012
H 0.518 0.739 -0.117
H 1.941 3.044 1.437
H 2.480 2.451 -0.094
H 1.565 0.414 1.956
H 3.233 0.967 2.041
H 5.375 -2.181 -0.394
H 6.057 -3.991 1.042
H 4.805 -4.817 2.964
H 2.342 -4.084 3.174
H 1.638 -2.080 1.912
H 4.453 0.060 -3.032
H 6.598 0.783 -3.554
H 8.289 1.315 -1.831
H 7.509 1.192 0.584
H 5.189 0.736 1.112
H -2.886 3.444 -0.007
H -5.351 2.530 -0.183
H -5.859 0.917 -2.030
H -4.095 0.185 -3.565
H -1.757 0.843 -3.308
H 0.268 4.493 1.374
H -0.140 6.801 2.086
H -0.776 8.536 0.428
H -1.542 7.891 -1.762
H -1.423 5.476 -2.444
C -2.846 -2.641 -2.422
C -2.388 -2.659 -0.980
C -3.593 -3.085 -0.111
C -1.992 -1.283 -0.495
C -1.231 -3.717 -0.834
C -1.282 -4.776 0.121
C -0.260 -5.709 0.177
C 0.752 -5.696 -0.755
C 0.898 -4.607 -1.582
C -0.066 -3.582 -1.615
H -3.512 -1.777 -2.656
H -3.412 -3.556 -2.600
H -2.041 -2.547 -3.170
H -4.518 -2.605 -0.397
H -3.516 -2.970 0.965
H -3.733 -4.144 -0.242
H -0.965 -1.027 -0.540
H -2.114 -4.737 0.783
H -0.263 -6.387 1.103
H 1.474 -6.473 -0.825
H 1.759 -4.493 -2.245
H 0.156 -2.704 -2.134
*
```

Calculated values
Maximum force, Eh/bohr: 0.0833
Calculated total energy, Ha: -3408.65184

Löwdin population analysis, charges in e, atoms 1 to 5: 0.83, -0.07, -0.15, -0.14, -0.08



[8]
Density functional theory data (ωB97M-V/def2-TZVPD) for a cluster of 3 separate species, C6H19NO4 in total in a non-equilibrium geometry.

Structure (ORCA input):
```
! wB97M-V def2-TZVPD RIJCOSX def2/J DEFGRID3
* xyz 1 2
C 0.644 -2.785 0.874
O 1.078 -2.207 2.032
C 0.125 -1.302 2.693
C 0.440 0.181 2.560
N 0.546 0.435 1.122
C 0.928 1.697 0.612
C 0.421 1.970 -0.848
O 1.020 1.130 -1.902
C 0.582 1.329 -3.258
H 1.289 -3.547 0.439
H 0.522 -1.943 0.192
H -0.362 -3.170 1.044
H 0.452 -1.513 3.712
H -0.911 -1.626 2.599
H 1.441 0.412 2.925
H -0.354 0.764 3.027
H 0.768 -0.375 0.562
H 1.997 1.895 0.533
H 0.592 2.458 1.316
H 0.713 2.978 -1.144
H -0.655 1.798 -0.849
H 1.136 0.554 -3.787
H 1.204 2.168 -3.568
H -0.465 1.362 -3.557
O -1.133 -0.761 -1.984
H -0.329 -0.244 -2.030
H -1.558 -0.619 -2.830
O -3.598 -0.035 -0.242
H -3.819 -0.781 0.315
H -2.715 -0.225 -0.559
*
```

Calculated values
Maximum force, Eh/bohr: 0.0638
Calculated total energy, Ha: -595.32148

Löwdin population analysis, charges in e, atoms 1 to 5: -0.11, -0.17, -0.14, -0.07, 0.18